Below is C3H7ClN2Si as an isolated structure, with properties calculated with ωB97M-V/def2-TZVPD.

Element x y z (Å)
C: 0.61 1.51 0.81
C: 1.24 1.22 -0.45
C: -0.82 -1.98 0.34
N: -0.47 0.98 1.14
N: 0.39 0.25 -1.09
Si: -0.91 -0.15 0.00
Cl: -2.87 0.18 -0.55
H: 1.18 2.10 1.51
H: 1.48 2.13 -1.05
H: 2.22 0.78 -0.23
H: -0.49 -1.98 1.42
H: -1.91 -2.38 0.42
H: -0.17 -2.44 -0.34
H: 0.52 -0.21 -1.92

Output
**Energy above the lowest of the compared OMol25 structures with the same formula, charge and spin**: 16.4 kcal per mole
**E_HOMO**: -9.5 eV
**Net charge**: 0

***

Below is an isolated molecule of C3H7ClN4, with properties calculated with ωB97M-V/def2-TZVPD.

Element x y z (Å)
C: 0.99 -1.13 -0.24
C: 0.23 0.11 -0.66
C: 0.04 1.22 0.39
H: -0.20 -1.92 2.48
H: -0.48 -0.52 1.43
H: 1.70 -1.57 -0.81
H: 0.84 1.35 1.16
H: -0.04 2.19 -0.25
H: 0.97 -1.59 -2.82
H: 0.65 -0.31 -3.82
N: 0.33 -1.04 1.89
N: 1.16 -1.76 0.85
N: 0.05 0.39 -1.86
N: 0.77 -0.50 -2.73
Cl: -1.60 1.27 1.10

Output
**Energy above the lowest of the compared OMol25 structures with the same formula, charge and spin**: 124.6 kcal per mole
**E_HOMO**: -9.2 eV
**SMILES**: N/N=C\C(CCl)=N/N
**Net charge**: 0

***

| no. | strongest force on any atom (eV Å⁻¹) |
| --- | --- |
| 1 | 4.0 |
| 2 | 5.3 |